(1)
Entry from the OMol25 dataset: a structure of composition C17H40NOP3Y (ωB97M-V/def2-TZVPD).

ORCA input file:
```
! RIJCOSX wB97M-V def2-TZVPD def2/J DEFGRID3
* xyz 3 1
Y 0.320 0.328 0.563
P -2.586 0.538 0.953
P 0.902 -0.790 3.249
P -0.669 -1.602 -1.190
H -0.250 4.477 -2.631
C -0.792 3.625 -3.046
C -2.047 3.318 -2.691
H -2.627 3.940 -1.996
C -3.206 1.942 1.960
C -3.444 -0.839 1.804
C -3.639 0.733 -0.535
C 2.674 -0.514 2.845
C 0.628 0.127 4.776
C 0.800 -2.546 3.631
C -1.246 -0.922 -2.795
C -1.944 -2.851 -0.803
C 0.734 -2.638 -1.733
H -0.244 3.021 -3.772
H -2.612 2.521 -3.187
H -3.188 2.882 1.394
H -2.587 2.067 2.857
H -4.239 1.758 2.284
H -2.963 -1.032 2.770
H -3.406 -1.762 1.215
H -4.495 -0.579 1.991
H -3.296 1.582 -1.140
H -4.681 0.913 -0.237
H -3.610 -0.167 -1.160
H 3.326 -1.054 3.564
H 2.911 0.556 2.947
H 2.900 -0.817 1.816
H 0.926 -0.478 5.642
H -0.418 0.418 4.870
H 1.239 1.035 4.758
H 1.387 -2.723 4.538
H 1.229 -3.110 2.792
H -0.233 -2.870 3.772
H -0.852 -1.537 -3.615
H -0.878 0.105 -2.918
H -2.342 -0.898 -2.841
H -1.870 -3.699 -1.496
H -2.954 -2.428 -0.861
H -1.790 -3.220 0.218
H 0.468 -3.145 -2.670
H 0.967 -3.380 -0.960
H 1.629 -2.025 -1.901
C 2.826 0.529 -1.570
C 4.011 0.330 -0.815
C 5.108 -0.302 -1.393
C 5.091 -0.588 -2.769
C 3.999 -0.195 -3.561
C 2.881 0.404 -2.974
O 1.643 0.735 -0.992
H -0.377 -0.416 2.451
H 4.009 0.630 0.229
H 5.991 -0.552 -0.804
H 5.940 -1.066 -3.255
H 4.029 -0.359 -4.644
H 2.009 0.714 -3.549
N -0.237 2.687 0.219
H -0.648 2.842 -0.717
H 0.649 3.195 0.230
H -0.855 3.152 0.885
*
```

Lowest unoccupied orbital energy (spin up / spin down) ... -11.53 / -11.53 eV
Gap between HOMO and LUMO (spin up / spin down) ... 0.149 / 0.149 Ha
E_HOMO (spin up / spin down) ... -15.58 / -15.58 eV
Energy relative to the best compared isomer or geometry (same formula, charge and spin) ... 0.0 kJ/mol

These are the Löwdin partial charges, in e, on atoms 1 to 5:
1. Y 1.161
2. P 0.722
3. P 0.854
4. P 0.734
5. H 0.070


(2)
Entry from the OMol25 dataset: a cluster of 4 separate species, C17H41Cl2NO9P2 in total (ωB97M-V/def2-TZVPD).

ORCA input file:
```
! RIJCOSX wB97M-V def2-TZVPD def2/J DEFGRID3
* xyz 0 1
C -6.059 2.388 4.893
C -5.261 1.084 5.116
O -3.938 1.393 5.541
P -2.729 0.423 5.250
O -3.071 -0.800 4.515
O -1.579 1.310 4.569
C -1.555 1.348 3.140
C -2.570 2.242 2.517
O -2.104 0.176 6.688
C -2.857 -0.054 7.872
C -2.736 -1.478 8.352
H -5.747 3.139 5.626
H -5.868 2.807 3.906
H -7.127 2.312 5.089
H -5.742 0.623 5.981
H -5.368 0.495 4.211
H -0.538 1.527 2.792
H -1.754 0.320 2.805
H -3.634 2.046 2.695
H -2.369 3.268 2.839
H -2.606 2.149 1.429
H -2.281 0.515 8.614
H -3.899 0.252 7.790
H -3.355 -2.132 7.719
H -1.722 -1.864 8.383
H -3.253 -1.656 9.299
C 2.825 -0.330 -4.816
C 4.333 -0.123 -4.673
O 4.965 -0.127 -5.937
P 6.558 -0.390 -6.051
O 7.101 -0.546 -7.409
O 7.170 0.800 -5.187
C 7.020 2.142 -5.606
C 7.631 3.134 -4.627
O 6.740 -1.660 -5.122
C 8.032 -2.208 -4.889
C 8.606 -1.684 -3.569
H 2.466 -1.092 -5.498
H 2.400 -0.420 -3.817
H 2.531 0.665 -5.177
H 4.562 0.765 -4.083
H 4.642 -1.002 -4.090
H 7.338 2.317 -6.634
H 5.958 2.420 -5.628
H 8.658 2.850 -4.368
H 7.888 4.063 -5.149
H 7.074 3.409 -3.737
H 8.024 -3.300 -4.914
H 8.706 -2.011 -5.729
H 8.615 -0.605 -3.696
H 7.956 -2.025 -2.760
H 9.552 -2.150 -3.298
C -5.628 -1.451 1.530
N -6.045 -1.784 0.184
C -5.372 -1.087 -0.926
C -7.175 -2.496 -0.006
O -7.869 -3.006 0.858
H -5.865 -0.412 1.779
H -4.554 -1.549 1.710
H -6.106 -2.143 2.217
H -5.616 -0.036 -0.720
H -4.306 -1.260 -0.857
H -5.929 -1.285 -1.838
H -7.509 -2.509 -1.064
Cl -2.070 0.075 -0.459
C -0.808 0.004 -1.630
C -0.273 -1.403 -1.860
Cl -1.567 -2.246 -2.766
H -0.159 0.847 -1.380
H -1.270 0.380 -2.547
H -0.113 -1.879 -0.896
H 0.603 -1.486 -2.494
*
```

Lowest unoccupied orbital energy ... 0.30 eV
Gap between HOMO and LUMO ... 0.345 Ha
E_HOMO ... -9.09 eV
Structure (SMILES) ... CCOP(=O)(OCC)OCC.CCOP(=O)(OCC)OCC.CN(C)C=O.ClCCCl

These are the Löwdin partial charges, in e, on atoms 1 to 5:
1. C -0.068
2. C -0.257
3. O -0.178
4. P 0.392
5. O -0.228


(3)
Entry from the OMol25 dataset: a cluster of 11 separate species, C17H41Cl4N7O20 in total (ωB97M-V/def2-TZVPD).

ORCA input file:
```
! RIJCOSX wB97M-V def2-TZVPD def2/J DEFGRID3
* xyz 0 1
C 4.886 23.412 -19.961
N 4.880 24.480 -21.005
O 4.750 25.632 -20.629
O 4.877 24.148 -22.173
H 5.914 23.437 -19.593
H 4.666 22.441 -20.382
H 4.247 23.777 -19.166
C 1.675 21.756 -21.117
N 2.176 20.554 -20.421
O 1.407 19.692 -20.068
O 3.379 20.491 -20.290
H 2.312 22.570 -20.791
H 0.649 21.943 -20.816
H 1.745 21.603 -22.192
C 2.261 25.586 -23.716
N 2.164 24.198 -24.254
O 1.662 24.045 -25.349
O 2.570 23.299 -23.543
H 2.483 25.521 -22.659
H 1.362 26.130 -23.980
H 3.115 26.037 -24.220
C 2.344 22.592 -15.955
N 1.666 22.272 -17.239
O 0.535 21.865 -17.241
O 2.277 22.550 -18.260
H 1.622 22.894 -15.208
H 3.075 23.354 -16.203
H 2.875 21.686 -15.662
C 2.145 18.163 -17.461
N 2.924 18.443 -16.224
O 3.169 17.509 -15.504
O 3.280 19.591 -16.050
H 1.941 17.109 -17.602
H 2.713 18.599 -18.276
H 1.174 18.653 -17.396
C -2.504 22.082 -18.052
N -2.420 21.817 -19.529
O -2.849 20.746 -19.902
O -1.874 22.629 -20.238
H -1.961 21.243 -17.630
H -3.562 22.100 -17.819
H -1.964 23.005 -17.881
C -0.969 18.667 -21.738
N -1.943 17.621 -21.315
O -1.463 16.616 -20.829
O -3.115 17.863 -21.359
H -1.418 19.564 -21.315
H -0.990 18.783 -22.821
H 0.053 18.462 -21.450
C 4.613 21.132 -22.523
O 4.662 20.387 -23.741
C 3.718 19.508 -23.990
O 2.700 19.346 -23.341
O 4.083 18.788 -25.043
C 3.184 17.881 -25.671
H 4.756 20.439 -21.693
H 3.655 21.619 -22.372
H 5.398 21.877 -22.561
H 3.158 16.947 -25.103
H 3.672 17.622 -26.607
H 2.165 18.218 -25.823
C 4.487 17.702 -21.255
O 5.551 16.992 -20.597
C 5.437 16.714 -19.317
O 4.491 16.924 -18.607
O 6.607 16.201 -18.916
C 6.571 15.614 -17.611
H 4.450 18.668 -20.758
H 3.502 17.242 -21.226
H 4.862 17.782 -22.269
H 6.208 16.374 -16.923
H 7.543 15.187 -17.381
H 5.918 14.736 -17.622
Cl 6.407 20.589 -19.202
C 5.513 20.678 -17.690
C 6.245 19.999 -16.539
Cl 7.859 20.758 -16.296
H 4.510 20.258 -17.787
H 5.361 21.741 -17.492
H 6.506 18.974 -16.788
H 5.649 20.042 -15.633
Cl -0.667 22.412 -23.639
C -0.768 21.357 -25.079
C 0.581 21.464 -25.779
Cl 0.825 20.095 -26.911
H -1.554 21.733 -25.726
H -0.934 20.340 -24.737
H 1.423 21.439 -25.096
H 0.567 22.403 -26.328
*
```

Lowest unoccupied orbital energy ... -0.59 eV
Gap between HOMO and LUMO ... 0.369 Ha
E_HOMO ... -10.62 eV
Structure (SMILES) ... C[N+](=O)[O-].C[N+](=O)[O-].C[N+](=O)[O-].C[N+](=O)[O-].C[N+](=O)[O-].C[N+](=O)[O-].C[N+](=O)[O-].COC(=O)OC.COC(=O)OC.ClCCCl.ClCCCl
Energy relative to the best compared isomer or geometry (same formula, charge and spin) ... 1.4 kJ/mol

These are the Löwdin partial charges, in e, on atoms 1 to 5:
1. C 0.020
2. N -0.419
3. O 0.057
4. O 0.050
5. H 0.097


Number 1: energy -50699.09349 eV. Number 2: energy -81838.45280 eV. Number 3: energy -119745.23894 eV.